Run one
Entry from OMol25: a single C7H14N2 molecule (wB97M-V/def2-TZVPD).

## Properties
orbital gap = 0.31412 hartree
lowest unoccupied orbital energy = 0.03517 hartree
SMILES string = CC(C)=C(N)/C(C)=C\N

Last column: Mulliken charge in e.
Cartesian coordinates (Å):
C 0.20 -0.48 2.57  -1.58
C 0.03 0.19 1.23  1.20
C -0.14 1.68 1.28  -1.64
C 0.04 -0.51 0.09  -0.31
N 0.30 -1.89 0.03  -0.46
C -0.35 0.18 -1.21  0.42
C -1.80 0.30 -1.55  -1.26
C 0.67 0.09 -2.09  -0.37
N 2.03 0.15 -1.82  -0.50
H 1.24 -0.76 2.75  0.29
H -0.41 -1.38 2.66  0.43
H -0.11 0.20 3.37  0.39
H 0.64 2.12 1.91  0.44
H -0.05 2.12 0.29  0.38
H -1.11 1.95 1.70  0.30
H -0.17 -2.37 -0.72  0.22
H 0.18 -2.38 0.91  0.22
H -2.30 0.93 -0.82  0.27
H -1.91 0.71 -2.55  0.41
H -2.30 -0.68 -1.52  0.25
H 0.45 0.27 -3.14  0.39
H 2.25 -0.16 -0.88  0.28
H 2.63 -0.29 -2.50  0.23

Run two
Entry from OMol25: a single C7H14N2 molecule (wB97M-V/def2-TZVPD).

## Properties
orbital gap = 0.32865 hartree
lowest unoccupied orbital energy = 0.03100 hartree
SMILES string = CC1(C)C(N)=C[C@]1(C)N

Last column: Mulliken charge in e.
Cartesian coordinates (Å):
C -1.64 0.62 0.52  -1.90
C -0.44 0.14 -0.27  1.57
C -0.90 -0.53 -1.56  -1.79
C 0.64 1.19 -0.47  0.15
N 0.54 2.42 -1.06  -0.51
C 1.59 0.52 0.20  -1.42
C 0.69 -0.65 0.54  1.31
C 0.42 -0.85 2.02  -1.77
N 1.15 -1.91 0.00  -0.69
H -2.27 1.26 -0.11  0.44
H -2.25 -0.22 0.85  0.39
H -1.34 1.20 1.39  0.38
H -1.56 0.13 -2.12  0.43
H -0.06 -0.79 -2.20  0.39
H -1.45 -1.44 -1.34  0.38
H 1.42 2.87 -1.29  0.27
H -0.15 2.50 -1.79  0.23
H 2.62 0.71 0.44  0.43
H -0.45 -1.49 2.18  0.39
H 1.29 -1.34 2.46  0.43
H 0.27 0.10 2.52  0.36
H 0.41 -2.61 0.05  0.25
H 1.45 -1.82 -0.96  0.30

Run three
Entry from OMol25: a molecular structure, C7H14N2 (wB97M-V/def2-TZVPD).

## Properties
orbital gap = 0.33025 hartree
lowest unoccupied orbital energy = 0.01218 hartree

Last column: Mulliken charge in e.
Cartesian coordinates (Å):
C -0.55 0.19 1.58  0.47
C -1.68 -1.23 -0.53  -0.75
C -1.70 1.08 1.97  -1.49
C 1.73 1.09 -2.04  -1.25
N -0.93 -1.41 0.69  -0.40
C 2.03 -0.08 -1.15  0.99
C 0.39 0.67 0.61  -0.84
C 1.30 -0.22 0.11  -0.06
N 2.88 -0.94 -1.56  -0.76
H -1.39 -2.14 1.24  0.21
H -0.09 -0.30 2.44  0.33
H 3.00 -1.71 -0.90  0.22
H 0.12 1.56 0.05  0.29
H 1.59 -1.06 0.72  0.18
H -2.73 -0.92 -0.37  0.29
H -1.72 -2.16 -1.11  0.31
H -1.21 -0.46 -1.15  0.18
H -2.11 1.61 1.10  0.33
H -2.51 0.49 2.41  0.36
H -1.39 1.82 2.71  0.41
H 0.68 1.07 -2.35  0.29
H 1.91 2.03 -1.52  0.33
H 2.36 1.04 -2.93  0.37

Run four
Entry from OMol25: 2 unconnected molecules or ions with the total composition C7H14N2 (wB97M-V/def2-TZVPD).

## Properties
orbital gap = 0.36777 hartree
lowest unoccupied orbital energy = 0.03364 hartree
SMILES string = [H]/N=C(/N)C(=C)C.C=CC

Last column: Mulliken charge in e.
Cartesian coordinates (Å):
H 0.48 2.88 -1.39  0.25
N 0.37 1.98 -1.83  -0.81
C -0.35 1.16 -1.14  0.51
N -0.63 -0.07 -1.66  -0.46
C -0.83 1.38 0.26  0.91
C -0.11 2.10 1.11  -1.15
C -2.12 0.73 0.63  -1.23
H -0.31 -0.18 -2.61  0.38
H -0.19 -0.87 -1.01  0.00
H 0.86 2.50 0.85  0.30
H -0.43 2.26 2.13  0.30
H -2.49 1.12 1.58  0.42
H -2.87 0.89 -0.14  0.31
H -2.00 -0.35 0.74  0.21
C 0.22 -2.06 1.25  -0.71
C 0.81 -2.16 0.07  -0.15
C 2.02 -1.22 -0.36  -0.96
H -0.47 -2.81 1.59  0.29
H 0.39 -1.22 1.90  0.25
H 0.63 -2.98 -0.61  0.36
H 1.95 -0.75 -1.34  0.36
H 2.17 -0.46 0.40  0.27
H 2.90 -1.85 -0.42  0.36

Sorted by energy, starting with the most stable: run two, run one, run four, run three.

Run one
Entry from OMol25: 2 unconnected molecules or ions with the total composition C7H14N2 (wB97M-V/def2-TZVPD).

## Properties
orbital gap = 0.34825 hartree
lowest unoccupied orbital energy = 0.03336 hartree
SMILES string = Cc1c[nH]cn1.CCC

Last column: Mulliken charge in e.
Cartesian coordinates (Å):
C -0.85 2.08 -1.00  -1.05
C -1.54 1.28 0.04  0.63
C -2.28 0.13 -0.27  -0.42
N -2.77 -0.25 0.96  -0.13
C -2.35 0.61 1.90  -0.23
N -1.57 1.50 1.37  -0.68
H -0.99 3.14 -1.03  0.40
H -1.38 1.84 -1.93  0.30
H 0.19 1.84 -1.20  0.16
H -2.19 -0.44 -1.17  0.43
H -3.63 -0.77 1.03  0.23
H -2.44 0.45 2.96  0.40
C 3.07 -0.94 0.48  -1.28
C 1.67 -1.48 0.19  -0.21
C 1.11 -0.82 -1.07  -0.55
H 3.03 0.09 0.86  0.33
H 3.51 -1.41 1.37  0.37
H 3.73 -1.01 -0.39  0.33
H 1.85 -2.51 0.00  0.26
H 1.06 -1.44 1.09  0.30
H 0.05 -0.55 -1.04  -0.22
H 1.45 0.19 -1.26  0.20
H 1.28 -1.53 -1.88  0.42

Run two
Entry from OMol25: 2 unconnected molecules or ions with the total composition C7H14N2 (wB97M-V/def2-TZVPD).

## Properties
orbital gap = 0.34589 hartree
lowest unoccupied orbital energy = 0.03292 hartree
SMILES string = Cc1c[nH]cn1.CCC

Last column: Mulliken charge in e.
Cartesian coordinates (Å):
C -1.27 1.26 2.47  -0.87
C 0.03 0.84 1.70  0.43
C 1.20 1.64 1.51  -0.52
N 2.36 0.78 1.50  -0.22
C 1.79 -0.49 1.66  -0.21
N 0.52 -0.54 1.68  -0.50
H -1.47 0.50 3.29  0.28
H -1.99 1.12 1.61  0.23
H -1.15 2.40 2.86  0.24
H 1.37 2.64 1.18  0.41
H 3.32 1.08 1.84  0.27
H 2.44 -1.33 1.75  0.46
C -0.26 -2.06 -1.66  -1.15
C -0.27 -0.55 -1.73  0.51
C -1.38 0.06 -2.72  -1.18
H -0.86 -2.67 -1.01  0.30
H 0.82 -2.40 -1.41  0.24
H -0.43 -2.42 -2.77  0.35
H -0.35 -0.17 -0.69  -0.33
H 0.61 -0.15 -2.10  0.33
H -1.10 0.34 -3.78  0.26
H -2.08 -0.81 -2.82  0.29
H -1.86 0.93 -2.35  0.37

Sorted by energy, starting with the most stable: run one, run two.

Run one
Entry from OMol25: a single C5H9N molecule (wB97M-V/def2-TZVPD).

## Properties
orbital gap = 0.38480 hartree
lowest unoccupied orbital energy = 0.04881 hartree
SMILES string = C1CC1N1CC1

Last column: Mulliken charge in e.
Cartesian coordinates (Å):
C -1.49 0.97 0.20  -0.60
C -1.89 -0.44 -0.16  -0.64
C -0.51 -0.14 0.35  0.14
N 0.57 -0.17 -0.60  -0.38
C 1.73 -0.93 -0.21  -0.45
C 1.77 0.54 -0.21  -0.36
H -1.34 1.68 -0.60  0.26
H -1.93 1.39 1.10  0.23
H -2.59 -0.97 0.48  0.22
H -1.99 -0.67 -1.21  0.26
H -0.29 -0.47 1.37  0.35
H 1.70 -1.43 0.76  0.23
H 2.22 -1.48 -1.01  0.25
H 2.28 1.09 -1.01  0.24
H 1.75 1.03 0.76  0.24

Run two
Entry from OMol25: a single C5H9N molecule (wB97M-V/def2-TZVPD).

## Properties
orbital gap = 0.37221 hartree
lowest unoccupied orbital energy = 0.04811 hartree
SMILES string = C1CC1N1CC1

Last column: Mulliken charge in e.
Cartesian coordinates (Å):
C -1.47 0.96 0.34  -0.55
C -1.89 -0.33 -0.31  -0.66
C -0.56 -0.23 0.37  0.10
N 0.55 -0.29 -0.55  -0.31
C 1.75 -0.92 -0.05  -0.51
C 1.73 0.53 -0.36  -0.32
H -1.17 1.80 -0.28  0.25
H -1.95 1.23 1.28  0.24
H -2.69 -0.92 0.14  0.24
H -1.81 -0.38 -1.39  0.27
H -0.42 -0.74 1.32  0.28
H 1.77 -1.19 1.00  0.25
H 2.21 -1.65 -0.72  0.25
H 2.19 0.90 -1.28  0.23
H 1.76 1.23 0.48  0.25

Sorted by energy, starting with the most stable: run one, run two.